(1)
19
Properties=species:S:1:pos:R:3:forces:R:3:mulliken_charge:R:1 method="wB97M-V/def2-TZVPD" e_tot_ev=-7896.092 e_above_lowest_kj_mol=54.9 smiles=CCN(C)C.O max_force_ev_per_a=1.105 orbital_gap_ev=9.74
O -1.53170 -2.78729 0.61740 0.177 -0.645 -0.398 -0.6784
N -0.06128 -0.11948 0.36610 0.291 -0.441 -0.157 0.0964
C -0.42038 0.25730 -0.98294 -0.386 0.625 -0.825 -0.5201
C 1.26222 -0.72714 0.44883 0.012 -0.096 -0.051 -1.0664
C 0.39464 1.36920 -1.64705 0.304 -0.304 0.072 -1.1085
C -0.17632 0.95967 1.31994 -0.919 -0.330 0.310 -1.0761
H 0.57279 1.74553 1.20123 0.154 0.052 0.129 0.3338
H -1.17564 1.39314 1.22165 0.114 0.175 -0.035 0.3109
H -2.19061 -2.97565 1.28916 0.037 0.477 0.003 0.2996
H 1.38194 -1.48381 -0.33245 -0.116 0.005 0.182 0.3190
H -1.33888 -1.84321 0.54653 -0.058 0.269 0.446 0.3785
H -0.09324 1.66974 -2.57539 -0.018 0.190 0.143 0.3904
H 1.36945 -1.20303 1.42955 0.070 0.042 -0.192 0.3177
H -1.46850 0.58684 -1.01322 0.086 -0.183 0.331 0.3853
H 0.52537 2.20944 -0.97357 -0.153 0.346 -0.114 0.2895
H 2.07469 0.00556 0.32031 -0.055 -0.006 0.073 0.3880
H 1.39055 1.02713 -1.91733 0.172 -0.083 -0.007 0.2899
H -0.14839 0.52118 2.32441 0.317 0.271 -0.077 0.3238
H -0.36672 -0.60512 -1.64319 -0.027 -0.365 0.168 0.3268

(2)
19
Properties=species:S:1:pos:R:3:forces:R:3:mulliken_charge:R:1 method="wB97M-V/def2-TZVPD" e_tot_ev=-7896.160 e_above_lowest_kj_mol=48.3 smiles=CC(C)CN.O max_force_ev_per_a=1.708 orbital_gap_ev=10.43
O 3.61816 0.71679 -1.84085 -0.488 0.346 -0.519 -0.6360
N -2.41766 1.08630 0.17305 0.496 0.823 -0.631 -0.6649
C 0.17882 -1.78428 -0.01682 0.141 0.216 -0.272 -1.4015
C 0.28317 0.32853 1.31391 -1.160 -0.413 0.729 -1.3281
C -0.64339 -0.63926 0.52360 -0.308 1.654 0.297 0.7319
C -1.51030 0.14870 -0.49554 0.711 -1.291 -0.249 -0.6898
H -1.83797 1.86100 0.50084 0.000 -0.305 0.455 0.2288
H 0.65355 -2.21779 0.86293 0.024 -0.562 -0.247 0.3666
H -0.87445 0.58715 -1.27746 0.096 0.258 0.155 0.2986
H 0.98109 -1.46213 -0.68718 -0.002 0.272 0.099 0.3028
H -0.39827 -2.49793 -0.60332 -0.142 -0.250 0.341 0.3740
H -0.26609 1.20881 1.63783 -0.044 0.431 -0.451 0.4131
H 3.00866 1.46975 -1.86739 0.217 -0.284 -0.059 0.3151
H 3.92773 0.69986 -0.94233 0.256 -0.068 0.589 0.3104
H -2.07508 -0.62790 -1.02311 -0.347 0.240 0.057 0.3862
H -1.40342 -1.00883 1.22010 0.224 -0.196 0.131 0.1453
H -2.91541 1.59567 -0.55745 -0.409 -0.457 0.010 0.2634
H 1.17772 0.60473 0.77121 0.200 0.035 -0.101 0.2201
H 0.51312 -0.06915 2.30799 0.534 -0.449 -0.333 0.3639

What did the second record say?
19
Properties=species:S:1:pos:R:3:forces:R:3:mulliken_charge:R:1 method="wB97M-V/def2-TZVPD" e_tot_ev=-7896.160 e_above_lowest_kj_mol=48.3 smiles=CC(C)CN.O max_force_ev_per_a=1.708 orbital_gap_ev=10.43
O 3.61816 0.71679 -1.84085 -0.488 0.346 -0.519 -0.6360
N -2.41766 1.08630 0.17305 0.496 0.823 -0.631 -0.6649
C 0.17882 -1.78428 -0.01682 0.141 0.216 -0.272 -1.4015
C 0.28317 0.32853 1.31391 -1.160 -0.413 0.729 -1.3281
C -0.64339 -0.63926 0.52360 -0.308 1.654 0.297 0.7319
C -1.51030 0.14870 -0.49554 0.711 -1.291 -0.249 -0.6898
H -1.83797 1.86100 0.50084 0.000 -0.305 0.455 0.2288
H 0.65355 -2.21779 0.86293 0.024 -0.562 -0.247 0.3666
H -0.87445 0.58715 -1.27746 0.096 0.258 0.155 0.2986
H 0.98109 -1.46213 -0.68718 -0.002 0.272 0.099 0.3028
H -0.39827 -2.49793 -0.60332 -0.142 -0.250 0.341 0.3740
H -0.26609 1.20881 1.63783 -0.044 0.431 -0.451 0.4131
H 3.00866 1.46975 -1.86739 0.217 -0.284 -0.059 0.3151
H 3.92773 0.69986 -0.94233 0.256 -0.068 0.589 0.3104
H -2.07508 -0.62790 -1.02311 -0.347 0.240 0.057 0.3862
H -1.40342 -1.00883 1.22010 0.224 -0.196 0.131 0.1453
H -2.91541 1.59567 -0.55745 -0.409 -0.457 0.010 0.2634
H 1.17772 0.60473 0.77121 0.200 0.035 -0.101 0.2201
H 0.51312 -0.06915 2.30799 0.534 -0.449 -0.333 0.3639